1.
Computed, not measured: C4H7N3 in the gas phase, with ωB97M-V/def2-TZVPD.

Structure (XYZ):
```
14
Properties=species:S:1:pos:R:3:forces:R:3
C 2.595234 0.518139 -0.258180 -0.34 -0.02 -0.07
C 1.055744 0.317120 -0.199297 -0.85 0.06 1.03
C -0.093586 -0.035383 -0.897649 -0.90 -0.11 1.17
N -1.176625 0.036387 0.074434 1.03 -0.44 -0.14
C -2.504237 -0.670353 0.305474 0.36 -0.02 -0.54
N -0.632960 0.392159 1.233360 0.04 0.04 0.39
N 0.621627 0.567325 1.119546 0.30 0.04 -0.76
H 2.804051 1.545320 0.074301 -0.18 -0.26 -0.16
H 3.032588 -0.123646 0.523294 -0.31 0.13 -0.26
H 3.202049 0.350607 -1.162796 -0.92 -0.09 0.01
H -0.334452 -0.288732 -1.926827 0.28 0.05 0.37
H -2.342220 -1.640672 0.802810 0.25 0.36 -0.39
H -2.996813 -0.831516 -0.648296 0.10 -0.04 -0.13
H -3.230399 -0.136755 0.959826 1.12 0.31 -0.52
```
Positions in Å, forces in eV/Å.

The value obtained for the energy is -8729.9253 eV. As for the HOMO energy: -9.4937 eV. As for the spin multiplicity: 1. The value obtained for the energy above the lowest of the compared OMol25 structures with the same formula, charge and spin is 40.45 kcal per mole. Its HOMO-LUMO gap is 0.3818 Ha. Its LUMO energy is 0.9 eV. Its structure (SMILES) is Cc1cn(C)nn1.

2.
Computed, not measured: C10H18N2O5S in the gas phase, with ωB97M-V/def2-TZVPD.

Structure (XYZ):
```
36
Properties=species:S:1:pos:R:3:forces:R:3
C -3.573763 -0.637794 -1.379146 0.57 -0.84 0.72
S -2.996262 -0.437471 -3.068940 0.21 0.35 -0.21
C -2.211613 1.208500 -2.970787 -0.23 0.00 -0.16
C -1.103172 1.303337 -1.912682 -0.55 0.43 -0.47
C 0.088247 0.419358 -2.203730 0.06 -1.16 -1.50
N 0.995892 0.242617 -1.086884 0.53 -0.26 0.46
C 0.607505 -0.370894 0.078571 -0.91 0.06 -0.11
O -0.569957 -0.606067 0.338913 0.97 0.10 0.12
C 1.765940 -0.774052 1.014233 -0.16 -0.03 -0.85
N 3.006554 -0.202186 0.469156 -0.40 0.73 0.41
C 1.486232 -0.449026 2.478305 -0.22 0.83 0.27
C 0.470899 -1.387722 3.151206 0.11 0.03 0.91
C 0.276384 -1.131707 4.646161 -0.34 0.15 0.77
O 0.222882 -1.959155 5.541801 0.19 1.10 -1.47
O 0.110190 0.207011 4.888918 -0.02 -0.55 1.50
C 0.898635 0.970665 -3.398809 -0.45 -0.32 -0.93
O 0.737249 0.668428 -4.564023 0.13 0.38 1.73
O 1.817180 1.883021 -3.029831 0.13 0.12 -0.48
H -3.930247 -1.718880 -1.341758 0.33 1.51 0.23
H -4.368497 0.074429 -1.136647 -0.04 -0.31 -0.06
H -2.716879 -0.485349 -0.659134 -1.03 -0.49 -0.70
H -2.999814 1.992248 -2.888910 0.64 -0.50 0.38
H -1.756356 1.371620 -3.944310 -0.06 -0.13 -0.27
H -1.484230 1.027157 -0.954786 -0.20 0.00 0.64
H -0.786496 2.334083 -1.870716 0.17 0.54 0.18
H -0.292098 -0.553033 -2.564793 0.07 0.21 0.28
H 1.982790 0.053069 -1.298336 -0.47 0.19 0.18
H 1.797274 -1.858453 0.869258 0.25 -0.06 0.13
H 3.103380 0.770383 0.788211 -0.14 -0.42 -0.23
H 3.803400 -0.670303 0.842075 0.57 -0.52 0.23
H 2.441785 -0.469644 3.027732 -0.25 -0.14 -0.18
H 1.144620 0.613599 2.515638 0.08 -0.73 0.18
H 0.808334 -2.420618 3.148233 0.00 -0.15 -0.48
H -0.510477 -1.309900 2.672564 0.19 -0.07 0.01
H -0.015509 0.301189 5.880775 0.16 -0.20 -1.53
H 1.749997 2.001540 -2.077528 0.10 0.15 0.31
```
Positions in Å, forces in eV/Å.

The value obtained for the energy is -34716.2270 eV. As for the HOMO energy: -8.4498 eV. As for the spin multiplicity: 1. The value obtained for the energy above the lowest of the compared OMol25 structures with the same formula, charge and spin is 12.09 kcal per mole. Its HOMO-LUMO gap is 0.3212 Ha. Its LUMO energy is 0.3 eV. Its structure (SMILES) is CSCC[C@H](NC(=O)[C@@H](N)CCC(=O)O)C(=O)O.